[1]
Formula: C116H128N6O13
Source: the OMol25 dataset
Level of theory: ωB97M-V/def2-TZVPD

## Properties
Total charge: +1
E_HOMO (alpha / beta), eV: -9.07 / -9.07
<S²>: 0.755
LUMO energy (alpha / beta), eV: -3.211 / -6.712
Multiplicity: 2
Kohn-Sham gap (alpha / beta), eV: 5.86 / 2.35

The geometry in XYZ format:
```
263
C116H128N6O13 ωB97M-V/def2-TZVPD
C -6.35 1.77 -0.01
C -5.11 2.26 -0.77
N -5.27 3.34 -1.75
C -6.21 3.05 -2.78
C -5.86 3.69 -4.20
C -5.41 4.70 -1.14
C -4.23 5.35 -0.37
H -6.10 1.05 0.77
H -7.08 1.21 -0.59
H -6.73 2.70 0.42
H -4.45 2.67 -0.01
H -4.59 1.49 -1.33
H -6.08 2.00 -3.05
H -7.26 3.21 -2.55
H -6.12 4.74 -4.32
H -4.82 3.50 -4.47
H -6.38 3.10 -4.96
H -6.31 4.71 -0.53
H -5.54 5.41 -1.96
H -4.27 6.42 -0.16
H -3.36 5.19 -1.01
H -3.96 4.77 0.52
C 0.71 -3.52 -1.45
C 0.22 -3.95 -2.86
N -1.19 -3.88 -3.12
C -1.93 -4.85 -2.22
C -3.41 -4.58 -2.15
C -1.54 -3.90 -4.57
C -0.93 -2.60 -5.23
H 0.83 -2.44 -1.51
H 1.73 -3.89 -1.33
H 0.24 -3.81 -0.51
H 0.74 -3.35 -3.60
H 0.64 -4.95 -2.98
H -1.73 -5.90 -2.43
H -1.73 -4.87 -1.15
H -4.07 -4.57 -3.02
H -3.87 -5.33 -1.51
H -3.61 -3.55 -1.85
H -2.63 -3.93 -4.62
H -1.24 -4.85 -5.01
H -1.22 -2.59 -6.28
H 0.15 -2.53 -5.32
H -1.24 -1.57 -5.05
C -2.67 4.86 6.04
C -1.89 5.58 4.96
N -0.44 5.49 5.04
C -0.01 4.16 4.56
C 1.55 3.97 4.63
C 0.15 6.74 4.49
C -0.11 6.91 2.98
H -3.75 4.94 5.87
H -2.78 5.29 7.04
H -2.42 3.80 6.16
H -2.17 5.26 3.96
H -2.23 6.60 5.17
H -0.62 3.42 5.08
H -0.32 4.04 3.53
H 2.08 4.77 4.09
H 1.91 3.94 5.66
H 1.76 3.01 4.16
H 1.18 6.79 4.82
H -0.16 7.66 4.98
H 0.32 6.07 2.44
H 0.29 7.77 2.44
H -1.12 6.74 2.59
C 5.31 -0.85 6.99
C 5.65 -1.64 5.72
N 7.11 -1.55 5.60
C 7.79 -2.54 6.47
C 9.31 -2.30 6.55
C 7.42 -1.81 4.15
C 7.07 -0.60 3.15
H 4.74 -1.37 7.76
H 4.69 -0.02 6.65
H 6.20 -0.47 7.48
H 5.36 -2.69 5.79
H 5.11 -1.20 4.88
H 7.55 -3.53 6.10
H 7.34 -2.47 7.47
H 9.73 -2.50 5.57
H 9.74 -2.88 7.37
H 9.50 -1.26 6.80
H 8.48 -1.94 3.94
H 6.90 -2.73 3.89
H 7.52 -0.78 2.17
H 6.00 -0.45 3.00
H 7.48 0.33 3.52
C 0.52 6.01 -0.77
C 1.48 4.99 -1.36
N 2.81 5.03 -0.73
C 3.92 4.87 -1.72
C 3.89 3.60 -2.59
C 2.71 4.15 0.47
C 3.93 4.28 1.35
H 0.94 6.98 -0.48
H 0.19 5.57 0.17
H -0.30 6.09 -1.49
H 1.12 3.98 -1.53
H 1.60 5.36 -2.38
H 3.78 5.74 -2.36
H 4.93 4.98 -1.35
H 2.90 3.23 -2.85
H 4.50 3.55 -3.49
H 4.27 2.82 -1.93
H 2.63 3.07 0.38
H 1.81 4.47 1.01
H 4.78 3.71 0.96
H 3.88 3.80 2.33
H 4.14 5.31 1.62
O -3.06 0.69 -7.05
C -3.96 0.82 -7.89
N -3.77 1.02 -9.22
C -5.30 0.43 -7.38
H -2.82 1.32 -9.36
H -4.40 0.84 -9.99
H -5.83 -0.16 -8.13
H -5.92 1.31 -7.21
H -5.20 -0.10 -6.43
C 12.55 -5.24 -1.27
C 12.73 -3.93 -1.65
C 11.65 -3.01 -1.52
C 10.40 -3.37 -0.93
C 10.28 -4.71 -0.49
C 11.39 -5.63 -0.55
C 9.03 -5.28 0.19
O 9.01 -6.46 0.51
C 7.88 -4.30 0.33
C 6.61 -4.63 0.72
C 5.52 -3.76 0.78
C 5.69 -2.51 0.35
C 6.87 -2.12 -0.21
C 8.02 -2.96 -0.13
C 9.29 -2.38 -0.79
O 9.36 -1.26 -1.28
H 13.35 -5.94 -1.47
H 13.62 -3.51 -2.11
H 11.93 -2.01 -1.82
H 11.29 -6.68 -0.28
H 6.50 -5.66 1.06
H 4.57 -4.11 1.15
H 4.91 -1.77 0.43
H 6.92 -1.12 -0.62
C -3.25 -1.40 1.13
C -2.03 -1.57 0.54
C -0.86 -1.80 1.34
C -0.92 -1.71 2.71
C -2.24 -1.60 3.30
C -3.40 -1.44 2.56
C -2.47 -1.59 4.80
O -3.60 -1.49 5.32
C -1.23 -1.91 5.65
C -1.31 -2.07 7.02
C -0.23 -2.32 7.83
C 0.98 -2.58 7.19
C 1.13 -2.48 5.80
C 0.02 -2.14 5.08
C 0.26 -1.92 3.52
O 1.37 -1.99 3.06
H -4.15 -1.39 0.54
H -1.95 -1.70 -0.53
H 0.06 -2.05 0.83
H -4.36 -1.42 3.04
H -2.28 -1.94 7.49
H -0.29 -2.48 8.89
H 1.85 -2.84 7.77
H 2.06 -2.62 5.28
C 4.48 -6.48 -3.46
C 4.82 -5.67 -2.41
C 5.11 -4.38 -2.70
C 4.61 -3.75 -3.89
C 3.94 -4.60 -4.85
C 3.94 -6.05 -4.67
C 3.36 -4.10 -6.13
O 2.94 -4.85 -7.03
C 3.51 -2.61 -6.37
C 2.92 -2.00 -7.55
C 3.01 -0.63 -7.70
C 3.76 0.17 -6.88
C 4.27 -0.38 -5.75
C 4.19 -1.75 -5.43
C 4.87 -2.33 -4.25
O 5.69 -1.64 -3.67
H 4.53 -7.53 -3.23
H 5.13 -6.11 -1.47
H 5.59 -3.74 -1.97
H 3.55 -6.72 -5.43
H 2.43 -2.49 -8.38
H 2.62 -0.14 -8.58
H 3.84 1.22 -7.10
H 4.87 0.22 -5.08
C -4.63 -2.50 -5.34
C -4.54 -1.55 -4.35
C -5.26 -1.70 -3.23
C -6.14 -2.73 -3.02
C -6.28 -3.70 -4.02
C -5.48 -3.56 -5.19
C -7.23 -4.84 -3.94
O -7.12 -5.83 -4.65
C -8.37 -4.61 -3.02
C -9.60 -5.25 -3.21
C -10.63 -5.04 -2.30
C -10.57 -4.08 -1.30
C -9.34 -3.53 -1.03
C -8.26 -3.70 -1.92
C -7.05 -2.82 -1.81
O -6.80 -2.16 -0.83
H -3.99 -2.48 -6.21
H -3.84 -0.75 -4.54
H -5.10 -0.95 -2.47
H -5.59 -4.18 -6.06
H -9.76 -5.98 -4.00
H -11.56 -5.59 -2.40
H -11.42 -3.92 -0.67
H -9.34 -2.81 -0.23
C 3.24 0.50 1.38
C 2.16 0.69 2.22
C 0.91 0.90 1.59
C 0.81 0.93 0.18
C 1.91 0.56 -0.61
C 3.12 0.34 0.03
C 1.91 0.58 -2.12
O 2.91 0.39 -2.86
C 0.57 0.82 -2.73
C 0.51 0.74 -4.12
C -0.65 0.96 -4.75
C -1.86 1.16 -4.06
C -1.81 1.35 -2.78
C -0.60 1.20 -2.01
C -0.44 1.49 -0.52
O -1.25 2.13 0.17
H 4.21 0.27 1.79
H 2.26 0.76 3.30
H 0.04 1.13 2.20
H 4.06 0.13 -0.47
H 1.37 0.43 -4.71
H -0.56 0.71 -5.79
H -2.74 1.23 -4.68
H -2.77 1.56 -2.33
C -9.08 4.92 6.86
C -8.92 6.09 6.16
C -7.90 6.20 5.21
C -6.98 5.14 4.99
C -7.21 3.90 5.54
C -8.26 3.83 6.49
C -6.32 2.75 5.35
O -6.42 1.67 5.79
C -5.25 2.91 4.35
C -4.53 1.83 3.89
C -3.61 1.98 2.83
C -3.22 3.26 2.37
C -4.01 4.28 2.88
C -4.97 4.19 3.83
C -5.82 5.41 4.10
O -5.51 6.50 3.70
H -9.98 4.85 7.46
H -9.74 6.79 6.19
H -7.84 7.14 4.68
H -8.46 2.89 6.99
H -4.60 0.88 4.40
H -3.00 1.15 2.52
H -2.47 3.39 1.60
H -4.00 5.22 2.34
```

***

[2]
Formula: C11H10BCl3O2
Source: the OMol25 dataset
Level of theory: ωB97M-V/def2-TZVPD

## Properties
Total charge: 0
E_HOMO, eV: -8.96
LUMO energy, eV: -2.182
Multiplicity: 1
Kohn-Sham gap, eV: 6.78

The geometry in XYZ format:
```
27
C11H10BCl3O2 ωB97M-V/def2-TZVPD
Cl 0.33 -0.27 -4.78
B -0.90 -0.86 -3.50
Cl -2.64 -0.66 -4.08
Cl -0.59 -2.65 -3.04
O -0.61 0.02 -2.34
C -1.13 0.00 -1.17
C -0.92 1.10 -0.28
C -1.77 1.12 0.85
C -1.59 2.08 1.83
C -0.59 3.06 1.70
C 0.19 3.08 0.54
C 0.03 2.14 -0.46
H -1.86 -0.79 -0.91
H -2.55 0.37 0.89
H -2.25 2.08 2.70
H -0.45 3.80 2.49
H 0.92 3.87 0.42
H 0.61 2.18 -1.38
C 0.99 -2.17 0.17
C 2.32 -1.88 0.37
C 2.57 -2.04 1.78
C 1.39 -2.52 2.31
O 0.42 -2.59 1.35
H 0.41 -2.23 -0.73
H 3.04 -1.56 -0.37
H 3.48 -1.82 2.31
H 1.15 -2.85 3.31
```

***

[3]
Formula: C11H10BiBrNO
Source: the OMol25 dataset
Level of theory: ωB97M-V/def2-TZVPD

## Properties
Total charge: -1
E_HOMO (alpha / beta), eV: -2.84 / -2.84
Energy above the lowest of the compared OMol25 structures with the same formula, charge and spin, eV: 1.162
LUMO energy (alpha / beta), eV: 0.939 / 0.939
Multiplicity: 1
Kohn-Sham gap (alpha / beta), eV: 3.78 / 3.78

The geometry in XYZ format:
```
25
C11H10BiBrNO ωB97M-V/def2-TZVPD
C -1.82 -0.84 0.90
C -1.80 -1.35 2.22
C -2.04 -0.28 3.11
H -1.79 -2.41 2.49
C -2.04 0.94 2.39
C -1.95 0.60 0.98
H -2.32 1.23 0.17
H -2.00 -1.42 0.01
H -2.30 -0.37 4.16
H -2.34 1.91 2.78
Bi 0.51 0.49 1.65
Br 1.32 -1.23 -0.17
C 2.76 0.69 -3.09
C 1.66 1.48 -3.53
C 0.67 0.60 -4.06
H 1.60 2.57 -3.49
C 1.16 -0.73 -3.94
C 2.45 -0.68 -3.35
H 3.09 -1.53 -3.14
H 3.69 1.05 -2.65
H -0.29 0.90 -4.48
H 0.64 -1.64 -4.26
O 0.12 0.04 6.27
C 0.37 0.02 5.11
N 0.66 -0.02 3.93
```

***

[4]
Formula: C11H10ClCoNO
Source: the OMol25 dataset
Level of theory: ωB97M-V/def2-TZVPD

## Properties
Total charge: -2
E_HOMO (alpha / beta), eV: 0.80 / 0.82
Energy above the lowest of the compared OMol25 structures with the same formula, charge and spin, eV: 1.781
<S²>: 3.769
LUMO energy (alpha / beta), eV: 6.256 / 6.218
Multiplicity: 4
Kohn-Sham gap (alpha / beta), eV: 5.46 / 5.40

The geometry in XYZ format:
```
25
C11H10ClCoNO ωB97M-V/def2-TZVPD
C -1.85 -0.85 0.70
C -1.76 0.51 0.24
C -0.96 1.23 1.19
H -2.33 0.88 -0.61
C -0.51 0.31 2.20
C -1.09 -0.97 1.90
H -0.98 -1.88 2.50
H -2.48 -1.62 0.25
H -0.70 2.29 1.15
H 0.09 0.57 3.07
Co 0.02 -0.25 0.38
Cl 2.12 -0.42 1.43
C 1.53 -0.10 -1.76
C 2.08 0.89 -0.88
C 1.12 1.95 -0.75
H 3.11 0.86 -0.52
C 0.01 1.63 -1.59
C 0.25 0.36 -2.19
H -0.34 -0.13 -2.96
H 2.04 -1.01 -2.02
H 1.30 2.88 -0.20
H -0.80 2.31 -1.86
O -0.32 -4.21 0.52
C 0.06 -3.16 0.10
N 0.40 -2.06 -0.29
```

***

[5]
Formula: C11H10N2O
Source: the OMol25 dataset
Level of theory: ωB97M-V/def2-TZVPD

## Properties
Total charge: 0
E_HOMO, eV: -8.90
Energy above the lowest of the compared OMol25 structures with the same formula, charge and spin, eV: 3.176
LUMO energy, eV: 0.679
Multiplicity: 1
Kohn-Sham gap, eV: 9.58

The geometry in XYZ format:
```
24
C11H10N2O ωB97M-V/def2-TZVPD
C -3.67 -0.43 0.16
C 2.38 -1.37 -0.41
C 2.75 -0.09 -0.65
C 1.13 -1.58 0.16
C 1.83 0.95 -0.37
C 0.18 -0.59 0.41
C 0.59 0.73 0.22
C -2.34 1.42 -0.75
C -1.25 -0.77 0.93
C -0.38 2.00 0.46
C -2.29 -0.42 -0.11
N -4.85 -0.39 0.14
N -1.43 2.22 -0.47
O -1.99 -1.19 -1.31
H 2.86 -2.38 -0.60
H 3.66 0.23 -1.18
H 0.89 -2.54 0.63
H 2.14 1.93 -0.57
H -3.09 1.70 -1.44
H -1.63 -1.77 1.22
H -1.29 -0.27 1.91
H -0.80 1.76 1.46
H 0.21 2.90 0.59
H -2.69 -0.91 -1.91
```

***

[6]
Formula: C11H10N4
Source: the OMol25 dataset
Level of theory: ωB97M-V/def2-TZVPD

## Properties
Total charge: 0
E_HOMO (alpha / beta), eV: -5.16 / -9.13
Energy above the lowest of the compared OMol25 structures with the same formula, charge and spin, eV: 0.000
<S²>: 2.068
LUMO energy (alpha / beta), eV: 0.416 / -2.584
Multiplicity: 3
Kohn-Sham gap (alpha / beta), eV: 5.57 / 6.55

The geometry in XYZ format:
```
25
C11H10N4 ωB97M-V/def2-TZVPD
C -3.36 -0.62 -0.76
C -2.83 -1.70 0.03
C -2.54 0.45 -0.92
C -1.68 -1.55 0.75
C 4.10 -0.77 -0.50
C 2.07 -0.37 -1.01
C -1.36 0.72 -0.30
C -0.93 -0.37 0.64
C -0.59 1.98 -0.46
C 0.63 2.24 -0.03
C 1.33 0.56 1.20
N 3.24 -0.79 -1.52
N 3.49 -0.36 0.64
N 2.26 -0.12 0.28
N 0.17 -0.21 1.54
H -4.29 -0.91 -1.23
H -3.58 -2.51 0.09
H -2.92 1.46 -1.25
H -1.25 -2.20 1.59
H 5.13 -1.02 -0.73
H 1.08 -0.29 -1.41
H -1.06 2.75 -1.02
H 1.09 3.23 -0.12
H 1.81 1.05 2.04
H -0.01 -0.63 2.49
```

***

[7]
Formula: C11H11BF3N2O
Source: the OMol25 dataset
Level of theory: ωB97M-V/def2-TZVPD

## Properties
Total charge: +1
E_HOMO, eV: -13.09
Energy above the lowest of the compared OMol25 structures with the same formula, charge and spin, eV: 0.000
SMILES string: CB(O)c1cc(C(F)(F)F)c2c(N)[nH+]ccc2c1
LUMO energy, eV: -4.701
Multiplicity: 1
Kohn-Sham gap, eV: 8.39

The geometry in XYZ format:
```
29
C11H11BF3N2O ωB97M-V/def2-TZVPD
C -3.59 -2.29 0.23
B -3.18 -0.79 0.22
O -4.11 0.22 0.33
C -1.65 -0.33 0.07
C -0.68 -1.14 -0.57
C 0.63 -0.79 -0.70
C 1.51 -1.77 -1.45
F 2.47 -2.28 -0.64
F 2.10 -1.21 -2.52
F 0.80 -2.80 -1.90
C 1.07 0.45 -0.13
C 2.41 0.93 -0.12
N 3.47 0.24 -0.66
N 2.66 2.12 0.42
C 1.73 2.95 0.97
C 0.46 2.55 1.03
C 0.09 1.29 0.49
C -1.25 0.87 0.57
H -3.54 -2.66 1.26
H -2.94 -2.92 -0.36
H -4.62 -2.39 -0.10
H -4.35 0.45 1.23
H -1.01 -2.08 -0.98
H 4.25 0.84 -0.89
H 3.79 -0.53 -0.08
H 3.62 2.44 0.42
H 2.08 3.90 1.35
H -0.29 3.18 1.47
H -1.96 1.54 1.02
```

***

[8]
Formula: C11H11BF3N2O
Source: the OMol25 dataset
Level of theory: ωB97M-V/def2-TZVPD

## Properties
Total charge: +1
E_HOMO, eV: -13.19
Energy above the lowest of the compared OMol25 structures with the same formula, charge and spin, eV: 0.460
SMILES string: CB(O)c1cc(C(F)(F)F)c2c(N)[nH+]ccc2c1
LUMO energy, eV: -4.840
Multiplicity: 1
Kohn-Sham gap, eV: 8.35

The geometry in XYZ format:
```
29
C11H11BF3N2O ωB97M-V/def2-TZVPD
C -0.85 1.50 -3.90
B 0.21 1.79 -2.76
O 1.17 2.81 -2.86
C 0.20 0.92 -1.40
C -0.26 -0.45 -1.37
C -0.31 -1.20 -0.23
C -0.81 -2.63 -0.37
F -2.01 -2.82 0.24
F 0.08 -3.55 0.04
F -1.03 -2.91 -1.67
C 0.13 -0.57 0.99
C 0.09 -1.22 2.26
N -0.40 -2.53 2.48
N 0.53 -0.55 3.33
C 1.02 0.72 3.31
C 1.08 1.43 2.16
C 0.61 0.77 0.95
C 0.66 1.53 -0.25
H -1.77 2.08 -3.71
H -1.11 0.44 -3.93
H -0.42 1.84 -4.85
H 0.78 3.61 -2.47
H -0.60 -0.84 -2.33
H 0.04 -2.85 3.34
H -1.40 -2.48 2.65
H 0.51 -1.02 4.24
H 1.37 1.17 4.24
H 1.46 2.44 2.14
H 1.03 2.56 -0.25
```

***

[9]
Formula: C11H11BiBrN4O2S
Source: the OMol25 dataset
Level of theory: ωB97M-V/def2-TZVPD

## Properties
Total charge: +1
E_HOMO, eV: -13.05
Energy above the lowest of the compared OMol25 structures with the same formula, charge and spin, eV: 0.000
LUMO energy, eV: -3.603
Multiplicity: 1
Kohn-Sham gap, eV: 9.45

The geometry in XYZ format:
```
31
C11H11BiBrN4O2S ωB97M-V/def2-TZVPD
Bi -0.73 -2.03 1.46
Br -2.85 -3.99 -0.87
C -1.27 -3.39 -1.71
C -1.03 -3.65 -3.05
C 0.14 -3.14 -3.59
C 1.02 -2.41 -2.81
C 0.68 -2.21 -1.48
N -0.44 -2.70 -0.95
C 1.55 -1.41 -0.54
O 2.51 -0.81 -0.93
O 1.16 -1.41 0.73
H -1.73 -4.22 -3.63
H 0.37 -3.32 -4.64
H 1.94 -1.98 -3.19
S -0.27 -0.30 3.39
C 0.03 1.19 2.50
N 1.06 1.30 1.70
C 1.35 2.50 0.92
C 0.07 3.27 0.68
C -0.65 3.49 2.00
N -0.79 2.21 2.69
H 1.61 0.46 1.54
H 1.81 2.18 -0.02
H 2.08 3.11 1.46
H -0.58 2.71 0.00
H 0.29 4.23 0.22
H -1.65 3.89 1.84
H -0.11 4.19 2.64
H -1.58 2.05 3.30
N -2.24 0.56 -0.07
C -1.76 -0.37 0.42
```